Record 1
C16H25NO3 | the ωB97M-V functional and the def2-TZVPD basis

Values from the calculation:
HOMO level = -8.3009 eV
SMILES = COc1cccc(OCCCCCN2CCOCC2)c1

Cartesian coordinates (Å):
C: 2.42 4.65 -2.96
O: 3.50 4.14 -2.20
C: 3.46 2.83 -1.83
C: 4.56 2.39 -1.08
C: 4.61 1.08 -0.66
C: 3.59 0.19 -0.96
C: 2.50 0.62 -1.71
O: 1.44 -0.14 -2.07
C: 1.38 -1.48 -1.63
C: 0.07 -2.09 -2.11
C: -1.16 -1.35 -1.57
C: -1.35 -1.51 -0.06
C: -2.65 -0.83 0.40
N: -2.93 -0.84 1.82
C: -1.99 -0.09 2.63
C: -2.59 0.04 4.04
O: -2.82 -1.22 4.61
C: -3.70 -1.98 3.80
C: -3.13 -2.16 2.39
C: 2.44 1.95 -2.14
H: 2.32 4.13 -3.92
H: 2.66 5.70 -3.14
H: 1.48 4.58 -2.41
H: 5.34 3.09 -0.85
H: 5.45 0.74 -0.08
H: 3.66 -0.83 -0.62
H: 1.45 -1.52 -0.54
H: 2.22 -2.06 -2.05
H: 0.05 -2.04 -3.20
H: 0.04 -3.13 -1.81
H: -2.05 -1.73 -2.08
H: -1.06 -0.29 -1.81
H: -1.38 -2.57 0.19
H: -0.51 -1.05 0.46
H: -3.50 -1.31 -0.10
H: -2.63 0.22 0.09
H: -1.85 0.90 2.20
H: -1.01 -0.59 2.71
H: -1.89 0.56 4.71
H: -3.53 0.61 3.98
H: -3.82 -2.94 4.30
H: -4.67 -1.47 3.74
H: -3.84 -2.71 1.78
H: -2.19 -2.73 2.46
H: 1.58 2.25 -2.71

Here are the Mulliken charges for atoms 1 to 4, given in e: -0.789, -0.408, 0.732, -0.741

Record 2
C3H6N3O2 | the ωB97M-V functional and the def2-TZVPD basis

Values from the calculation:
charge = +1
HOMO level (spin up / spin down) = -14.6297 / -14.8740 eV

Cartesian coordinates (Å):
C: -0.38 0.72 0.21
C: 1.08 -2.24 -1.42
C: 0.16 2.06 1.03
N: 0.23 0.38 -0.85
N: -1.34 -0.03 0.79
N: 0.90 -3.01 -2.29
O: -2.45 0.33 1.32
O: 1.16 -1.45 -0.57
H: 1.03 1.74 1.69
H: -0.59 2.47 1.59
H: 0.65 2.72 0.39
H: 1.25 0.65 -1.11
H: -2.73 -0.39 1.91
H: 1.05 -3.95 -2.69

Here are the Mulliken charges for atoms 1 to 4, given in e: 0.650, 0.529, -1.059, -0.329

Record 3
C18H23ClN2O3S5Zr | the ωB97M-V functional and the def2-TZVPD basis

Values from the calculation:
HOMO level = -7.7173 eV

Cartesian coordinates (Å):
Zr: -0.23 0.67 -0.55
S: -0.15 6.52 1.89
C: -0.36 5.26 0.88
S: -1.83 4.34 0.76
C: -1.31 3.18 -0.45
C: -0.03 3.34 -0.91
S: 0.82 2.34 -2.07
S: 0.87 4.67 -0.19
S: -2.44 1.92 -0.89
C: 5.09 -0.78 -1.39
C: 3.63 -0.74 -1.69
N: 3.08 -0.33 -2.76
O: 4.01 0.13 -3.68
C: 2.69 -1.24 -0.65
C: 3.03 -2.44 0.17
N: 1.60 -0.58 -0.51
O: 0.64 -0.97 0.37
H: 5.65 -0.15 -2.07
H: 5.47 -1.80 -1.48
H: 5.27 -0.45 -0.36
H: 3.46 0.42 -4.42
H: 3.87 -2.24 0.82
H: 3.31 -3.27 -0.49
H: 2.17 -2.73 0.77
Cl: -5.39 -4.02 0.77
C: -4.16 -3.11 -0.07
C: -2.84 -3.50 0.02
C: -1.87 -2.77 -0.64
C: -2.19 -1.64 -1.40
C: -1.13 -0.79 -2.00
C: -3.54 -1.29 -1.49
C: -4.52 -2.02 -0.83
H: -2.57 -4.38 0.61
H: -0.83 -3.07 -0.55
H: -1.50 -0.24 -2.87
H: -0.27 -1.38 -2.31
H: -3.83 -0.44 -2.09
H: -5.56 -1.73 -0.91
C: -2.43 -0.44 2.02
C: -1.86 0.91 2.38
O: -0.60 1.11 1.69
C: 0.34 1.94 2.41
C: 1.73 1.73 1.85
H: -3.34 -0.60 2.59
H: -1.72 -1.24 2.24
H: -2.70 -0.49 0.97
H: -1.64 0.97 3.45
H: -2.53 1.72 2.11
H: 0.30 1.65 3.46
H: 0.03 2.99 2.33
H: 2.04 0.69 1.97
H: 2.43 2.37 2.39
H: 1.81 2.01 0.80

Here are the Mulliken charges for atoms 1 to 4, given in e: 0.495, -0.192, 0.064, -0.029

Record 4
C5H12N2S | the ωB97M-V functional and the def2-TZVPD basis

Values from the calculation:
HOMO level = -9.0434 eV
SMILES = C=CN=C.NCCS

Cartesian coordinates (Å):
C: 0.84 -0.08 -2.83
C: 1.83 -0.95 -2.61
N: 1.65 -2.28 -2.18
C: 1.23 -2.46 -1.00
H: -0.19 -0.41 -2.74
H: 1.05 0.81 -3.40
H: 2.86 -0.63 -2.68
H: 1.09 -3.48 -0.67
H: 0.98 -1.64 -0.32
N: -0.28 0.00 2.87
C: -0.70 1.26 2.23
C: -1.50 0.96 0.97
S: -2.06 2.53 0.22
H: 0.71 -0.13 2.76
H: -0.48 0.03 3.86
H: 0.16 1.88 1.96
H: -1.31 1.85 2.92
H: -0.84 0.46 0.26
H: -2.33 0.31 1.20
H: -2.72 1.98 -0.81

Here are the Mulliken charges for atoms 1 to 4, given in e: -0.671, -0.035, -0.432, -0.156

Record 5
C2H6O3S | the ωB97M-V functional and the def2-TZVPD basis

Values from the calculation:
HOMO level = -9.3107 eV
SMILES = O=C(O)CS.O

Cartesian coordinates (Å):
O: 2.10 0.31 0.88
C: 1.34 -0.25 0.07
O: 0.00 0.00 0.00
C: 1.74 -1.37 -0.87
S: 2.84 -2.63 -0.20
H: -0.33 0.65 0.68
H: 0.83 -1.82 -1.31
H: 2.26 -0.80 -1.67
H: 3.84 -1.72 -0.18
O: 2.34 0.59 -3.64
H: 2.51 1.47 -4.03
H: 3.11 0.04 -3.92

Here are the Mulliken charges for atoms 1 to 4, given in e: -0.569, 0.681, -0.460, -0.213

Record 6
C18H60Ca2O30P4S2 | the ωB97M-V functional and the def2-TZVPD basis

Values from the calculation:
HOMO level = -8.8643 eV

Cartesian coordinates (Å):
Ca: 1.01 -0.82 -0.84
Ca: 1.25 1.63 2.06
S: -0.99 -0.07 1.01
O: -0.41 -0.05 2.38
O: -0.75 -1.35 0.36
O: -2.37 0.37 0.96
O: -0.07 0.80 0.28
S: 3.31 0.24 0.43
O: 2.12 -0.36 1.03
O: 3.23 -0.25 -0.95
O: 2.98 1.65 0.59
O: 4.45 -0.19 1.25
C: -3.99 -0.71 -1.97
O: -4.49 -0.42 -0.68
H: -3.89 -1.78 -2.23
H: -4.83 -0.40 -2.60
H: -3.07 -0.19 -2.26
H: -3.76 -0.31 -0.06
C: -1.46 -3.66 2.45
O: -2.63 -2.98 2.12
H: -0.65 -3.46 1.73
H: -1.06 -3.31 3.41
H: -1.62 -4.74 2.53
H: -2.44 -2.15 1.67
C: 1.67 -0.28 4.89
O: 2.42 0.28 3.80
H: 1.34 0.58 5.46
H: 0.79 -0.83 4.54
H: 2.32 -0.93 5.48
H: 2.93 -0.41 3.36
C: -3.94 2.56 2.94
O: -3.64 2.63 1.57
H: -5.01 2.50 3.19
H: -3.35 1.80 3.46
H: -3.59 3.51 3.37
H: -3.16 1.80 1.32
C: -0.53 3.86 4.75
O: -0.48 2.67 4.02
H: -0.02 3.86 5.72
H: -0.12 4.67 4.14
H: -1.58 4.15 4.90
H: -1.03 1.95 4.40
C: -2.60 -0.56 5.19
O: -1.61 0.34 4.69
H: -3.59 -0.14 5.00
H: -2.46 -1.52 4.69
H: -2.52 -0.68 6.27
H: -1.34 -0.01 3.81
C: 1.46 7.33 1.05
O: 1.12 6.01 1.51
P: 0.73 4.89 0.46
O: 0.56 3.60 1.13
O: -0.54 5.44 -0.30
C: -1.82 5.33 0.32
O: 1.86 4.98 -0.66
C: 3.20 4.71 -0.22
H: 1.96 7.25 0.09
H: 2.18 7.72 1.78
H: 0.62 8.01 0.97
H: -1.80 5.61 1.38
H: -2.23 4.32 0.30
H: -2.50 6.07 -0.09
H: 3.18 4.30 0.79
H: 3.82 5.61 -0.18
H: 3.67 4.06 -0.95
C: 1.33 -6.77 0.33
O: 1.11 -5.46 -0.19
P: 2.01 -4.22 0.27
O: 1.56 -2.96 -0.31
O: 3.49 -4.70 -0.12
C: 4.10 -4.37 -1.34
O: 1.97 -4.32 1.83
C: 2.38 -3.19 2.60
H: 2.42 -6.93 0.36
H: 1.01 -7.51 -0.40
H: 0.90 -6.90 1.32
H: 3.95 -5.08 -2.15
H: 5.16 -4.16 -1.19
H: 3.69 -3.43 -1.74
H: 3.02 -2.48 2.07
H: 2.95 -3.40 3.51
H: 1.49 -2.68 2.97
C: -2.50 -2.97 -5.52
O: -1.54 -2.22 -4.74
P: -0.82 -2.93 -3.53
O: 0.00 -2.05 -2.68
O: -0.06 -4.24 -4.11
C: 1.36 -4.40 -4.08
O: -2.09 -3.56 -2.78
C: -1.86 -3.95 -1.40
H: -3.38 -2.32 -5.47
H: -2.73 -3.97 -5.17
H: -2.21 -2.98 -6.57
H: 1.58 -5.47 -4.10
H: 1.73 -3.95 -3.16
H: 1.82 -3.90 -4.93
H: -2.68 -3.55 -0.81
H: -0.89 -3.63 -1.02
H: -1.83 -5.04 -1.30
C: 2.63 2.13 -3.48
O: 1.30 2.51 -3.74
P: 0.15 1.41 -3.65
O: 0.31 0.55 -2.48
O: -1.20 2.26 -3.72
C: -1.37 3.09 -2.55
O: 0.12 0.68 -5.06
C: 0.11 1.48 -6.26
H: 2.92 1.07 -3.52
H: 2.99 2.43 -2.49
H: 3.29 2.63 -4.19
H: -0.52 3.58 -2.08
H: -1.85 2.50 -1.76
H: -2.06 3.89 -2.82
H: -0.11 0.80 -7.08
H: 1.13 1.85 -6.42
H: -0.52 2.36 -6.16

Here are the Mulliken charges for atoms 1 to 4, given in e: 1.976, 1.587, 1.441, 0.267

Here are the calculated energy relative to the best compared isomer or geometry (same formula, charge and spin) numbers, same order: 59.83 135.33 0.00 35.78 0.00 0.00 (kcal/mol).
Here are the calculated E numbers, same order: -24629.2205 -11760.3709 -96141.3271 -19193.1643 -19149.0035 -176786.3139 (eV).